The following is a DFT calculation (ωB97M-V/def2-TZVPD) of C5H9N in the gas phase.

CARTESIAN COORDINATES (ANGSTROEM)
C1 -1.19040 1.72079 1.15894
N1 -0.36239 1.66002 0.21859
C2 -0.27108 0.93137 -0.98443
C3 -0.01488 -0.36711 -1.04332
C4 0.26725 -1.13670 0.22910
C5 1.31437 -2.22357 0.14276
H1 -2.03930 2.43098 1.19367
H2 -0.96138 1.30235 2.15593
H3 -0.55566 1.54309 -1.83918
H4 0.20360 -0.83594 -1.99529
H5 -0.73409 -1.43352 0.56649
H6 0.58464 -0.34472 0.91407
H7 2.31236 -1.80456 0.28221
H8 1.21402 -2.95589 0.94028
H9 1.43739 -2.66495 -0.84867

Properties
* total charge: 0
* LUMO energy: 0.0098 Ha
* spin multiplicity: 1
* highest occupied orbital energy: -8.0 eV
* SMILES: C=N/C=C\CC
* Kohn-Sham gap: 8.2700 eV

The Mulliken scheme yields these atomic charges, measured in e: -0.272 -0.383 -0.266 -0.379 -0.086 -1.202 0.264 0.203 0.385 0.316 0.280 0.191 0.321 0.312 0.316

The following is a DFT calculation (ωB97M-V/def2-TZVPD) of C5H9N in the gas phase.

CARTESIAN COORDINATES (ANGSTROEM)
C1 1.03598 0.57243 2.25875
C2 1.64399 -0.08951 1.15889
C3 0.95730 -0.71480 -0.10385
C4 -0.22121 0.17684 -0.60069
C5 -1.40378 -0.46384 -0.91180
N1 -2.47641 0.17415 -1.78133
H1 1.64793 1.42738 2.54508
H2 -0.11098 0.61707 2.56335
H3 2.74656 -0.14766 1.10643
H4 0.46576 -1.60055 0.19508
H5 1.73136 -0.81009 -0.84233
H6 -0.07357 1.22670 -0.82962
H7 -1.62248 -1.28710 -0.26548
H8 -2.04188 -0.27423 -2.55699
H9 -2.27855 1.19320 -1.93548

Properties
* total charge: 0
* LUMO energy: 0.0426 Ha
* spin multiplicity: 1
* highest occupied orbital energy: -8.8 eV
* SMILES: C=CC/C=C/N
* Kohn-Sham gap: 10.0014 eV

The Mulliken scheme yields these atomic charges, measured in e: -0.620 -0.225 -0.401 -0.332 -0.308 -0.665 0.248 0.236 0.286 0.274 0.318 0.261 0.332 0.321 0.275

The following is a DFT calculation (ωB97M-V/def2-TZVPD) of C5H9N in the gas phase.

CARTESIAN COORDINATES (ANGSTROEM)
C1 -1.80481 0.18943 0.12906
C2 -0.62441 -0.65888 -0.17589
C3 0.70056 -0.01688 0.37210
C4 1.95165 -0.56025 -0.32127
C5 0.55216 1.49507 0.29639
N1 -0.64955 1.82167 0.20716
H1 -2.26454 0.05743 1.11914
H2 -1.49566 2.29983 0.04620
H3 -2.58562 0.23431 -0.65249
H4 -0.67910 -1.65644 0.27107
H5 -0.51902 -0.78204 -1.26129
H6 0.78028 -0.22584 1.45189
H7 1.99808 -1.65200 -0.23000
H8 1.94109 -0.31159 -1.38920
H9 2.86430 -0.14156 0.11411

Properties
* total charge: 0
* LUMO energy: 0.0411 Ha
* spin multiplicity: 1
* highest occupied orbital energy: -7.6 eV
* Kohn-Sham gap: 8.7648 eV

The Mulliken scheme yields these atomic charges, measured in e: -0.730 -0.657 0.593 -1.378 -0.505 -0.160 0.282 0.299 0.353 0.366 0.284 0.188 0.326 0.367 0.373

The following is a DFT calculation (ωB97M-V/def2-TZVPD) of C5H9N in the gas phase.

CARTESIAN COORDINATES (ANGSTROEM)
C1 0.40927 2.61424 -0.59151
N1 0.60915 1.48371 -1.22033
C2 0.06029 0.26931 -0.98289
C3 -0.20302 -0.10121 0.30389
C4 -0.84378 -1.33043 0.75712
C5 0.14512 -2.43794 1.17036
H1 0.76272 3.62587 -0.82578
H2 -0.33929 2.73695 0.26165
H3 -0.03948 -0.61748 -1.69797
H4 -0.16325 0.53989 1.14647
H5 -1.55472 -1.08476 1.54518
H6 -1.56635 -1.57182 0.01831
H7 0.52300 -2.09333 2.20291
H8 1.10936 -2.57356 0.60078
H9 -0.40338 -3.43151 1.34895

Properties
* total charge: 0
* LUMO energy: 0.0162 Ha
* spin multiplicity: 1
* highest occupied orbital energy: -8.6 eV
* SMILES: C=N/C=C/CC
* Kohn-Sham gap: 9.0347 eV

The Mulliken scheme yields these atomic charges, measured in e: -0.199 -0.497 0.089 -0.213 -0.839 -0.867 0.256 0.157 0.286 0.266 0.333 0.398 0.254 0.312 0.264

The following is a DFT calculation (ωB97M-V/def2-TZVPD) of C5H9N in the gas phase.

CARTESIAN COORDINATES (ANGSTROEM)
C1 0.18779 2.42766 -0.28713
C2 0.85057 1.32016 -0.35410
C3 0.28569 0.01481 0.08192
C4 0.96681 -1.22898 -0.50374
C5 -1.02271 -0.22606 0.58264
N1 -1.61710 -1.52229 0.67874
H1 -0.83167 2.53876 -0.01768
H2 0.46185 3.38799 -0.56777
H3 1.94852 1.33520 -0.51474
H4 2.00409 -1.16264 -0.51190
H5 0.73831 -1.29777 -1.62719
H6 0.75582 -2.22382 -0.02786
H7 -1.68896 0.55552 1.06301
H8 -0.81835 -2.24825 0.57216
H9 -2.22066 -1.67029 1.43365

Properties
* total charge: 0
* LUMO energy: 0.0398 Ha
* spin multiplicity: 1
* highest occupied orbital energy: -7.5 eV
* SMILES: C=C/C(C)=C/N
* Kohn-Sham gap: 8.6146 eV

The Mulliken scheme yields these atomic charges, measured in e: -0.946 -0.107 0.805 -1.409 -0.266 -0.448 0.195 0.290 0.235 0.382 0.258 0.366 0.210 0.181 0.253

The following is a DFT calculation (ωB97M-V/def2-TZVPD) of C5H9N in the gas phase.

CARTESIAN COORDINATES (ANGSTROEM)
C1 -0.58696 -1.28648 0.64020
C2 0.09195 0.08235 0.56985
C3 1.49411 0.00344 -0.07058
C4 -0.80961 1.09686 -0.16425
C5 -0.98999 0.73484 -1.57574
N1 -1.09586 0.41985 -2.68404
H1 -1.56706 -1.22214 1.12801
H2 0.02728 -1.98892 1.21357
H3 -0.72979 -1.70366 -0.36388
H4 0.18637 0.46098 1.59568
H5 1.79478 -1.03553 -0.23816
H6 2.25219 0.46847 0.56588
H7 1.53079 0.50227 -1.04571
H8 -0.37805 2.10375 -0.12382
H9 -1.79730 1.14521 0.30913

Properties
* total charge: 0
* LUMO energy: 0.0321 Ha
* spin multiplicity: 1
* highest occupied orbital energy: -11.5 eV
* SMILES: CC(C)CC#N
* Kohn-Sham gap: 12.3738 eV

The Mulliken scheme yields these atomic charges, measured in e: -1.535 0.559 -1.248 -0.722 0.263 -0.443 0.385 0.376 0.382 0.348 0.333 0.301 0.338 0.308 0.355

The following is a DFT calculation (ωB97M-V/def2-TZVPD) of C5H9N in the gas phase.

CARTESIAN COORDINATES (ANGSTROEM)
C1 -1.34818 1.22882 2.32704
C2 -0.92246 1.25711 1.07361
C3 0.21311 0.36127 0.59995
N1 -0.03239 -0.08357 -0.77151
C4 1.06519 -0.69827 -1.40390
C5 0.97883 -1.58491 -2.38081
H1 -2.10236 1.96706 2.55833
H2 -1.03381 0.47227 3.02408
H3 -1.33532 1.92673 0.33350
H4 1.17628 0.85483 0.66737
H5 0.14116 -0.49824 1.28690
H6 -0.73760 -0.81196 -0.75745
H7 2.02783 -0.48046 -0.94340
H8 0.04184 -1.83916 -2.86505
H9 1.86787 -2.07152 -2.74864

Properties
* total charge: 0
* LUMO energy: 0.0427 Ha
* spin multiplicity: 1
* highest occupied orbital energy: -8.4 eV
* SMILES: C=CCNC=C
* Kohn-Sham gap: 9.5626 eV

The Mulliken scheme yields these atomic charges, measured in e: -0.821 -0.101 -0.454 -0.419 0.151 -0.787 0.252 0.286 0.334 0.355 0.255 0.275 0.181 0.253 0.241

The following is a DFT calculation (ωB97M-V/def2-TZVPD) of an isolated ion of composition C5H9N and charge +1.

CARTESIAN COORDINATES (ANGSTROEM)
N1 -1.39816 0.27626 -2.85861
C1 -1.29548 -0.09257 -1.54815
C2 -0.14234 0.01359 -0.81611
C3 -0.08042 0.19814 0.56574
C4 1.00401 -0.32176 1.12144
C5 1.26906 -0.03441 2.45832
H1 -0.64000 0.89332 -3.11616
H2 -2.00390 -0.02573 -3.61281
H3 -2.23993 -0.61547 -1.10451
H4 0.68247 -0.07190 -1.50476
H5 -0.85495 0.76457 1.09949
H6 1.80890 -0.89481 0.55573
H7 1.25045 0.91364 2.75653
H8 0.49598 -0.45758 3.05896
H9 2.14430 -0.54528 2.94489

Properties
* total charge: +1
* LUMO energy (spin up / spin down): -0.1533 / -0.2423 Ha
* spin multiplicity: 2
* highest occupied orbital energy (spin up / spin down): -13.1 / -14.9 eV
* Kohn-Sham gap (spin up / spin down): 8.9706 / 8.3180 eV

The Mulliken scheme yields these atomic charges, measured in e: -0.326 0.193 -0.468 -0.227 0.069 -1.264 0.250 0.251 0.335 0.370 0.385 0.301 0.420 0.386 0.326

The following is a DFT calculation (ωB97M-V/def2-TZVPD) of an isolated ion of composition C5H9N2 and charge +1.

CARTESIAN COORDINATES (ANGSTROEM)
C1 -2.62251 -0.62320 -0.01754
C2 -1.70249 0.56263 -0.14424
N1 -0.30314 0.19836 -0.12822
N2 0.25782 -0.92710 -0.00354
C3 1.70534 0.11610 0.00569
C4 3.03050 -0.35524 0.14226
C5 0.82870 1.12125 -0.10032
H1 -3.48658 -0.29658 0.42962
H2 -2.90257 -1.10540 -0.99705
H3 -2.28793 -1.44835 0.69310
H4 -1.78078 1.11399 0.72003
H5 -1.70106 1.24390 -0.96126
H6 3.27450 -1.03141 -0.62498
H7 2.99767 -1.06678 1.04395
H8 3.86347 0.33302 0.38618
H9 0.82904 2.16481 -0.44368

Properties
* total charge: +1
* LUMO energy: -0.2213 Ha
* spin multiplicity: 1
* highest occupied orbital energy: -14.9 eV
* SMILES: CC[N+]1=NC(C)=C1
* Kohn-Sham gap: 8.8456 eV

The Mulliken scheme yields these atomic charges, measured in e: -1.177 -0.098 0.561 -0.432 0.481 -1.011 -0.336 0.406 0.324 0.330 0.337 0.331 0.319 0.301 0.341 0.323

The following is a DFT calculation (ωB97M-V/def2-TZVPD) of C5H9N2 as an isolated structure.

CARTESIAN COORDINATES (ANGSTROEM)
C1 0.84162 -0.87882 -1.77528
C2 -0.32967 0.86223 -0.37271
C3 -0.23204 -1.34211 0.25301
C4 1.54118 -0.36294 0.52046
C5 -1.56365 1.56496 -0.12887
N1 0.99428 -1.24116 -0.54270
N2 0.10910 0.03197 0.75540
H1 1.69190 -0.36893 -2.22411
H2 -1.14848 -1.41600 -0.33726
H3 -0.18944 -2.09506 1.04365
H4 1.96207 -0.90893 1.36900
H5 2.18840 0.44610 0.17485
H6 -1.36891 2.62636 -0.33584
H7 -2.04425 1.44898 0.84681
H8 -2.25703 1.31134 -0.94062
H9 -0.19508 0.32201 1.69421

Properties
* total charge: +1
* LUMO energy (spin up / spin down): -0.2071 / -0.2070 Ha
* spin multiplicity: 1
* highest occupied orbital energy (spin up / spin down): -12.5 / -12.5 eV
* Kohn-Sham gap (spin up / spin down): 6.8188 / 6.8221 eV

The Mulliken scheme yields these atomic charges, measured in e: -0.225 -0.041 -0.326 -0.317 -1.048 -0.006 -0.050 0.233 0.333 0.337 0.321 0.332 0.366 0.347 0.340 0.406

The following is a DFT calculation (ωB97M-V/def2-TZVPD) of C5H9N2 as an isolated structure.

CARTESIAN COORDINATES (ANGSTROEM)
C1 1.87958 -0.98779 -0.13119
C2 1.30672 0.90020 0.27692
C3 -1.71917 0.56586 0.48271
C4 -1.45616 -0.14202 -0.84990
C5 0.62381 -0.37085 0.68598
N1 2.49721 0.26761 -0.41017
N2 -0.77438 -0.52339 0.45095
H1 2.63045 -1.70145 0.30177
H2 1.46077 -1.28238 -1.08824
H3 0.58387 1.54730 -0.27008
H4 1.54029 1.69553 1.09200
H5 -1.46004 1.60360 0.65579
H6 -2.74677 0.34527 1.06255
H7 -2.21520 -0.83853 -1.35602
H8 -0.82731 0.35825 -1.63734
H9 -1.32367 -1.43720 0.73427

Properties
* total charge: +1
* LUMO energy (spin up / spin down): -0.1931 / -0.1618 Ha
* spin multiplicity: 1
* highest occupied orbital energy (spin up / spin down): -13.9 / -13.4 eV
* Kohn-Sham gap (spin up / spin down): 8.6129 / 9.0407 eV

The Mulliken scheme yields these atomic charges, measured in e: -0.362 -0.420 -0.339 -0.289 0.181 -0.342 0.023 0.305 0.274 0.251 0.275 0.252 0.246 0.268 0.242 0.435

The following is a DFT calculation (ωB97M-V/def2-TZVPD) of an isolated ion of composition C5H9N2 and charge +1.

CARTESIAN COORDINATES (ANGSTROEM)
C1 -1.32166 -1.04912 0.06119
C2 -1.97638 0.90690 -0.59040
C3 0.27969 0.80244 0.87428
C4 -1.17369 -0.21359 -1.05447
C5 1.93095 -0.42242 -0.63275
N1 0.99017 0.55460 -0.37257
N2 -1.12394 0.33927 0.46240
H1 -2.33710 -1.54409 0.24866
H2 -0.66452 -1.85197 0.38068
H3 -1.86128 1.91336 -0.84546
H4 -3.07932 0.60180 -0.39242
H5 0.57125 0.19436 1.81018
H6 0.23812 1.96423 1.22771
H7 1.75567 -1.55572 -0.27375
H8 2.23994 -0.22329 -1.68988
H9 2.81277 -0.24737 0.00213

Properties
* total charge: +1
* LUMO energy (spin up / spin down): -0.2329 / -0.2003 Ha
* spin multiplicity: 1
* highest occupied orbital energy (spin up / spin down): -14.2 / -14.1 eV
* Kohn-Sham gap (spin up / spin down): 7.8395 / 8.6550 eV

The Mulliken scheme yields these atomic charges, measured in e: -0.103 -0.185 -0.233 -0.033 -0.698 -0.284 -0.021 0.246 0.177 0.316 0.250 0.331 0.305 0.259 0.304 0.369

Computed electronic energy (Eh) in order:
-250.5439; -250.5369; -250.5302; -250.5679; -250.5895; -250.6622; -250.6037; -250.3180; -304.9886; -304.8836; -304.9132; -304.8824